1.
Below is 4 unconnected molecules or ions with the total composition C54H39NO10, with properties calculated with the ωB97M-V functional and the def2-TZVPD basis.

## Properties
LUMO energy in eV: -1.49
SMILES string: CC(=O)NCCCCC1=CC(=O)C(O)=CC1=O.O=C1c2ccccc2C(=O)c2ccccc21.O=C1c2ccccc2C(=O)c2ccccc21.O=C1c2ccccc2C(=O)c2ccccc21
2S+1: 1
Frontier orbital gap in eV: 7.90

The geometry in XYZ format:
```
104
Properties=species:S:1:pos:R:3:forces:R:3:mulliken_charge:R:1
C -9.42748 5.80985 0.34458 -0.2 0.1 0.0 -1.14
C -8.73507 5.95212 -0.97957 0.0 0.2 -0.2 0.75
O -7.73096 6.61052 -1.10534 0.1 -0.3 0.1 -0.58
N -9.33483 5.23122 -2.05578 0.7 0.1 0.0 -0.35
C -8.41762 4.88558 -3.16010 -0.3 -0.1 -0.2 -0.59
C -8.49102 3.38670 -3.53495 0.1 0.1 -0.1 -0.75
C -7.19349 2.57593 -3.31035 -0.2 -0.3 0.1 -0.87
C -7.29004 1.47679 -2.21658 -0.2 0.1 0.1 -1.02
C -6.20159 1.51289 -1.18882 0.2 -0.3 -0.1 0.68
C -5.38531 0.48392 -0.91673 -0.3 0.3 -0.2 -0.65
C -4.36219 0.56385 0.13762 0.4 -0.3 0.0 0.51
O -3.72414 -0.40182 0.50422 -0.2 0.2 -0.1 -0.62
C -4.09863 1.90479 0.74865 0.0 0.4 0.0 0.05
O -2.99578 1.96009 1.54993 -0.4 0.0 0.1 -0.32
C -4.89550 2.94553 0.48457 0.2 -0.2 0.1 -0.68
C -6.07556 2.77045 -0.38341 -0.3 0.2 0.1 0.15
O -6.94986 3.61631 -0.42781 0.2 -0.2 0.0 -0.44
H -8.81310 5.14297 0.95275 0.0 0.0 -0.1 0.21
H -10.41766 5.36815 0.25288 0.0 0.1 0.0 0.35
H -9.46298 6.78221 0.83428 0.0 -0.1 0.1 0.35
H -10.10099 5.79639 -2.40500 -0.3 -0.3 0.2 0.27
H -7.40384 5.16184 -2.87916 0.0 0.1 0.0 0.34
H -8.68113 5.47649 -4.04027 0.1 0.1 0.0 0.44
H -9.31693 2.93755 -2.98125 0.0 0.0 0.0 0.48
H -8.75229 3.32094 -4.59432 0.0 0.0 0.1 0.34
H -6.37040 3.25123 -3.07494 0.0 0.0 -0.1 0.51
H -6.94335 2.06741 -4.24355 0.2 0.1 0.0 0.44
H -7.29966 0.48522 -2.67239 0.0 0.0 0.0 0.41
H -8.24116 1.58280 -1.68498 0.1 0.1 0.0 0.39
H -5.44652 -0.45644 -1.45405 0.0 0.0 0.1 0.51
H -3.27625 2.07080 2.46840 0.2 0.1 -0.1 0.28
H -4.73306 3.92452 0.92346 -0.1 -0.1 0.0 0.57
O -0.37150 3.69332 3.74064 0.0 0.0 0.0 -0.67
C 0.78263 3.42334 3.47870 -0.1 0.0 0.0 0.53
C 1.83883 3.45961 4.53054 0.0 0.0 0.0 0.17
C 1.48361 3.79481 5.83125 0.0 0.0 0.1 -0.53
C 2.44465 3.81185 6.82720 0.0 0.0 0.0 -0.49
C 3.76515 3.49288 6.52928 0.0 0.0 0.0 -0.48
C 4.12642 3.16595 5.23363 0.0 0.0 0.1 -0.57
C 3.16681 3.15060 4.22932 -0.1 0.0 0.0 0.15
C 3.58276 2.80736 2.83836 0.1 0.0 0.0 0.63
O 4.74326 2.58171 2.57055 0.0 0.0 0.0 -0.67
C 2.52278 2.74944 1.79215 0.0 0.0 0.1 0.31
C 2.87343 2.39540 0.49548 0.0 0.0 -0.1 -0.75
C 1.89934 2.31386 -0.48549 0.0 0.0 0.0 -0.56
C 0.57135 2.58844 -0.17659 0.0 0.0 0.0 -0.52
C 0.21832 2.95357 1.11131 -0.1 0.0 -0.1 -0.65
C 1.19031 3.03327 2.09964 0.0 0.0 0.0 0.39
H 0.45329 4.03845 6.04970 0.0 0.0 -0.1 0.47
H 2.16618 4.07250 7.83969 0.0 0.0 0.0 0.40
H 4.51320 3.50054 7.31092 0.0 0.0 0.0 0.40
H 5.15009 2.92057 4.98741 0.0 0.0 -0.1 0.49
H 3.90879 2.18168 0.26931 0.0 0.0 0.1 0.51
H 2.17352 2.03229 -1.49359 0.0 0.0 0.0 0.45
H -0.18951 2.51484 -0.94255 0.0 0.0 0.0 0.47
H -0.81166 3.16354 1.36164 0.0 0.0 0.0 0.51
O -2.76517 -3.03949 -3.08441 0.0 0.0 0.0 -0.70
C -1.58593 -3.30493 -2.97950 -0.1 0.0 0.0 0.47
C -0.89817 -4.15136 -3.99797 0.1 0.0 0.0 0.05
C -1.62383 -4.62152 -5.08506 0.0 -0.1 -0.1 -0.53
C -0.99992 -5.39029 -6.05254 0.0 0.0 0.0 -0.51
C 0.35266 -5.69297 -5.93934 0.0 0.0 0.0 -0.54
C 1.07867 -5.23403 -4.85391 0.0 -0.1 -0.1 -0.47
C 0.45710 -4.46421 -3.87836 0.0 0.0 0.0 0.16
C 1.25614 -3.99203 -2.71110 0.0 0.0 0.0 0.36
O 2.42413 -4.30447 -2.59138 0.0 0.0 0.0 -0.65
C 0.57742 -3.12972 -1.70736 0.0 0.0 0.0 0.29
C 1.30569 -2.64339 -0.62861 0.0 0.0 0.1 -0.42
C 0.69563 -1.82586 0.30810 0.0 0.0 0.0 -0.89
C -0.64673 -1.48911 0.17279 0.0 0.0 0.0 -0.36
C -1.37965 -1.97537 -0.89727 0.0 0.1 0.0 -0.97
C -0.77362 -2.79472 -1.84035 0.0 0.0 0.0 0.47
H -2.67416 -4.37739 -5.16161 0.0 0.0 0.0 0.47
H -1.56689 -5.75506 -6.89881 0.0 0.0 0.0 0.40
H 0.83945 -6.28935 -6.69957 0.0 0.0 0.0 0.41
H 2.12907 -5.46779 -4.75093 0.0 0.0 0.1 0.48
H 2.34904 -2.90707 -0.53146 0.0 0.0 0.0 0.56
H 1.26789 -1.45010 1.14620 0.0 0.0 0.0 0.53
H -1.12835 -0.84709 0.89872 0.0 0.0 0.0 0.57
H -2.42288 -1.71831 -1.00251 0.0 -0.1 0.0 0.79
O 9.96606 -3.80649 0.51882 0.0 0.0 0.0 -0.66
C 8.81501 -3.80621 0.90085 0.1 0.0 0.0 0.67
C 8.48902 -3.75016 2.35589 -0.1 0.0 0.0 0.16
C 9.52729 -3.67314 3.27573 0.0 0.0 0.1 -0.58
C 9.24695 -3.59592 4.62899 0.0 0.0 0.0 -0.48
C 7.92803 -3.59419 5.07040 0.0 0.0 0.0 -0.48
C 6.88986 -3.67940 4.15894 0.0 0.0 0.1 -0.58
C 7.16551 -3.76068 2.79970 0.0 0.0 -0.1 0.20
C 6.03152 -3.86623 1.83653 -0.1 0.0 0.0 0.64
O 4.88364 -3.91475 2.22606 0.0 0.0 0.0 -0.68
C 6.35698 -3.90306 0.38320 0.1 0.0 0.0 -0.18
C 5.31904 -3.97263 -0.53670 -0.1 0.0 -0.1 -0.58
C 5.59060 -3.97757 -1.89341 0.1 0.0 -0.1 -0.24
C 6.90865 -3.92186 -2.33609 0.0 0.0 0.0 -0.59
C 7.95043 -3.86666 -1.42530 0.0 0.0 -0.1 -0.60
C 7.68007 -3.85758 -0.06238 0.0 0.0 0.0 0.25
H 10.54768 -3.67197 2.91862 0.0 0.0 -0.1 0.48
H 10.05686 -3.53463 5.34385 0.0 0.0 0.0 0.40
H 7.71150 -3.52697 6.12838 0.0 0.0 0.0 0.40
H 5.86023 -3.68457 4.48849 0.0 0.0 -0.1 0.48
H 4.29994 -4.02549 -0.18117 0.0 0.0 0.0 0.62
H 4.77341 -4.03032 -2.59837 0.0 0.0 0.0 0.49
H 7.12217 -3.92263 -3.39698 0.0 0.0 0.0 0.42
H 8.97831 -3.82785 -1.75826 0.0 0.0 0.1 0.48
```
Positions in Å, forces in eV/Å.

---

2.
Below is 2 unconnected molecules or ions with the total composition C13H23BN5O6 in a non-equilibrium geometry, with properties calculated with the ωB97M-V functional and the def2-TZVPD basis.

## Properties
LUMO energy in eV: -4.04
Relative energy (zero: lowest compared OMol25 entry of this formula, charge and spin) in eV: 11.6362
Charge: +1
2S+1: 1
Frontier orbital gap in eV: 7.54

The geometry in XYZ format:
```
48
Properties=species:S:1:pos:R:3:forces:R:3:mulliken_charge:R:1
C 2.37314 -1.93489 3.60829 -2.9 2.8 -1.6 -0.51
C 1.42601 -0.81014 3.23068 3.4 -4.0 1.9 -0.29
N 0.41319 -1.14060 2.15368 -0.6 -2.0 -6.8 0.67
N -0.97108 -1.24196 2.17071 -3.2 -0.8 -2.1 -0.71
C -1.68130 -1.65274 0.86375 6.9 1.5 3.0 0.12
N -3.15647 -1.87192 0.63881 2.5 2.8 0.4 0.25
C -3.58858 -1.65381 -0.79160 -3.7 -5.1 -5.4 0.32
C -3.22466 -0.37333 -1.74785 0.0 -0.8 -0.4 -0.72
O -4.32974 -2.64968 -1.35255 4.9 6.6 4.3 -0.51
C -3.82840 -0.71628 1.41006 0.4 7.5 1.7 0.50
C -5.22859 -0.98332 2.24525 0.8 -0.5 -1.5 -0.93
O -3.33705 0.55353 1.39877 -2.7 -8.8 -0.4 -0.48
N -0.46224 -1.80308 -0.01501 1.1 1.7 5.1 0.78
O -0.46273 -2.17699 -1.30524 -0.2 -1.8 -0.4 -0.49
B -0.47607 -3.64409 -1.46915 -0.3 -2.4 -1.5 0.72
O -0.89116 -4.14319 -2.82795 1.6 3.5 3.2 -0.47
O -0.05174 -4.51784 -0.35581 -2.4 2.4 -1.9 -0.48
C 0.84112 -1.48812 0.74307 -2.0 -0.2 1.9 -0.19
C 2.37219 -1.53475 0.11147 -1.5 0.6 -0.6 -0.39
C 2.38722 -0.34898 -1.06783 -0.4 -0.5 -0.2 -0.71
H 2.04881 -3.05030 3.38989 1.0 2.6 0.0 0.26
H 3.45212 -1.72466 4.05394 -2.9 -0.3 -0.5 0.30
H 1.52433 0.20124 3.81047 -0.7 -1.8 -2.0 0.31
H -3.22841 -0.78315 -2.86807 -0.1 0.7 2.7 0.29
H -2.15902 0.06443 -1.54343 -2.3 -0.6 -0.1 0.21
H -4.09825 0.40399 -1.66711 1.9 -1.4 0.1 0.33
H -5.01985 -1.82584 3.03434 -0.5 1.7 -1.6 0.28
H -6.01591 -1.35624 1.43399 1.6 0.6 1.9 0.29
H -5.58611 0.03372 2.70127 1.0 -2.1 -0.9 0.32
H -0.96138 -3.34445 -3.46216 0.1 -1.9 1.4 0.30
H -0.66539 -4.42732 0.43154 1.1 -0.2 -1.3 0.33
H 2.49417 -2.59085 -0.38728 -0.2 2.0 1.2 0.26
H 3.20800 -1.32041 0.91670 -2.2 -0.7 -1.5 0.30
H 2.54688 -0.91485 -2.08527 -0.1 1.4 2.0 0.25
H 1.33167 0.18674 -1.15239 2.3 -1.1 0.3 0.13
H 3.19621 0.47105 -0.85703 -1.7 -1.8 -0.6 0.37
C 3.00663 3.51146 -2.14046 -0.3 0.5 0.8 0.07
O 3.28643 2.34400 -1.89934 -0.2 0.8 0.1 -0.56
N 2.53277 4.42570 -1.22335 0.5 -1.0 -1.2 0.11
C 2.22384 5.79288 -1.58727 0.0 0.0 0.1 -0.91
C 2.33714 4.00667 0.14915 0.1 -0.3 -0.1 -0.85
H 3.11802 3.93454 -3.15220 0.0 0.0 0.1 0.27
H 2.84549 6.46677 -0.99116 -0.1 0.1 -0.1 0.34
H 1.16784 5.98480 -1.37742 0.1 0.2 -0.1 0.34
H 2.41695 5.97121 -2.64887 0.0 -0.1 0.2 0.29
H 3.29191 3.65820 0.55436 -0.2 0.0 0.1 0.28
H 1.62232 3.17848 0.16993 0.1 0.1 0.2 0.21
H 1.95972 4.83436 0.75571 0.1 -0.1 -0.2 0.37
```
Positions in Å, forces in eV/Å.

---

3.
Below is 2 unconnected molecules or ions with the total composition C2H8O3S2Si in a non-equilibrium geometry, with properties calculated with the ωB97M-V functional and the def2-TZVPD basis.

## Properties
LUMO energy (spin up / spin down) in eV: 0.45 / -2.16
2S+1: 3
Frontier orbital gap (spin up / spin down) in eV: 5.22 / 6.82

The geometry in XYZ format:
```
16
Properties=species:S:1:pos:R:3:forces:R:3:mulliken_spin:R:1
C -0.36996 0.98170 -1.75592 -2.4 4.0 -2.6 0.72
C 0.59735 -0.47455 -0.65551 1.7 -4.2 4.0 0.70
O 1.56403 -0.69111 2.03316 0.2 1.0 0.5 0.00
O 0.30195 1.45701 1.44897 -0.6 0.3 -0.5 0.00
O -1.14712 -0.82500 1.71719 0.5 2.1 0.5 0.01
Si 0.26428 -0.14583 1.22510 0.8 -1.2 -1.8 0.01
S -1.98092 1.13998 -1.10160 -0.7 -0.8 -1.1 0.33
S -0.07340 -2.04068 -1.24856 0.1 1.3 1.6 0.20
H 0.22010 1.91756 -1.67322 0.1 -0.9 0.1 0.01
H -0.49287 0.61370 -2.81043 0.1 0.3 1.2 -0.03
H 1.69464 -0.47483 -0.89671 -1.0 0.6 -0.2 0.03
H 1.92496 -1.51742 2.29714 -0.1 -0.8 0.0 0.00
H 0.63537 1.91982 2.20962 0.2 -0.1 0.4 0.00
H -1.34009 -1.71177 1.52249 -0.4 -1.7 -0.5 0.01
H -2.07800 1.61314 0.15060 1.2 0.2 0.1 0.01
H 0.27968 -1.76172 -2.46233 0.3 -0.1 -1.6 0.02
```
Positions in Å, forces in eV/Å.